Record 1
The following is a quantum chemistry calculation of a molecular structure, C25H39F6NO17Si2 at a distorted geometry, from OMol25.

The calculation puts the gap between HOMO and LUMO at 8.48 eV.

Geometry as XYZ:
```
90
C25H39F6NO17Si2, DFT wB97M-V/def2-TZVPD
C 4.09 1.31 0.24
C 3.37 0.99 -0.87
Si 1.71 0.13 -0.72
C 2.09 -1.65 -0.30
O 0.86 0.95 0.46
Si -0.79 1.18 0.42
C -1.06 2.84 1.29
C 0.28 3.61 1.49
N 0.97 3.35 2.75
C -1.77 -0.14 1.32
C -1.08 -1.50 1.46
C -1.82 -2.37 2.50
O -1.07 -2.15 0.20
C -1.54 1.36 -1.33
C -2.90 2.06 -1.33
F -1.72 0.08 -1.92
H 5.08 0.90 0.40
H 3.71 1.96 1.03
H 3.76 1.25 -1.85
H 1.11 0.18 -2.07
H 3.14 -1.84 -0.49
H 1.52 -2.31 -0.96
H 1.87 -1.91 0.73
H -1.72 3.50 0.73
H -1.46 2.66 2.29
H 0.07 4.68 1.46
H 0.96 3.42 0.67
H 1.24 2.38 2.82
H 0.34 3.56 3.51
H -2.68 -0.31 0.73
H -2.12 0.24 2.28
H -0.04 -1.37 1.75
H -1.14 -2.87 3.18
H -2.43 -3.09 1.96
H -2.51 -1.75 3.07
H -1.95 -2.10 -0.19
H -0.86 1.91 -1.97
H -3.24 2.37 -0.35
H -3.63 1.34 -1.70
H -2.91 2.89 -2.04
C -0.26 -4.41 6.58
C 0.31 -3.36 7.51
O -0.13 -2.15 6.91
C -1.29 -2.43 6.25
O -2.05 -1.61 5.85
O -1.45 -3.76 6.11
F 1.67 -3.38 7.53
H 0.40 -4.60 5.74
H -0.50 -5.34 7.08
H -0.06 -3.41 8.53
C 1.92 4.07 -2.52
C 2.83 5.04 -1.80
O 2.61 6.24 -2.52
C 1.34 6.19 -3.03
O 0.76 7.12 -3.46
O 0.86 4.93 -2.96
F 4.13 4.68 -1.91
H 2.41 3.62 -3.38
H 1.54 3.28 -1.87
H 2.59 5.19 -0.75
C 6.30 5.82 0.35
C 5.39 5.65 1.55
O 5.40 4.24 1.73
C 6.59 3.78 1.26
O 7.03 2.70 1.48
O 7.20 4.71 0.50
F 4.13 6.06 1.29
H 5.75 5.72 -0.58
H 6.84 6.76 0.35
H 5.74 6.13 2.46
C -1.79 -4.44 -2.56
C -2.17 -4.81 -1.14
O -2.57 -6.16 -1.28
C -1.88 -6.68 -2.34
O -1.78 -7.83 -2.57
O -1.32 -5.69 -3.07
F -3.23 -4.08 -0.70
H -2.65 -4.11 -3.13
H -1.02 -3.67 -2.60
H -1.36 -4.73 -0.42
C -5.22 -4.59 -6.36
C -5.18 -4.77 -4.86
O -5.25 -3.43 -4.40
C -5.94 -2.71 -5.34
O -6.39 -1.63 -5.16
O -6.02 -3.41 -6.49
F -4.01 -5.31 -4.44
H -4.23 -4.41 -6.77
H -5.68 -5.43 -6.88
H -6.01 -5.34 -4.44
```

Mulliken atomic charge list, values in e, 5 entries: -0.78 -0.31 0.59 -1.11 -0.21


Record 2
The following is a quantum chemistry calculation of a molecular structure, C25H39N5O3ReSSi at a distorted geometry, from OMol25.

Its charge is +2. The calculation puts the gap between HOMO and LUMO (spin up / spin down) at 6.89 / 6.59 eV. The multiplicity is 2. For the energy above the lowest of the compared OMol25 structures with the same formula, charge and spin, the calculation gives 20.0 kcal per mole. Its expectation value of S² is 0.763.

Geometry as XYZ:
```
75
C25H39N5O3ReSSi, DFT wB97M-V/def2-TZVPD
Re 0.17 0.46 -0.02
C 2.99 -2.75 1.03
C 1.76 -2.00 0.67
N 1.71 -1.02 -0.18
C 2.98 -0.58 -0.77
C 2.58 0.11 -2.04
N 1.43 1.00 -1.75
C 1.88 2.42 -1.56
C 0.61 3.21 -1.46
N -0.19 2.60 -0.38
C -1.62 2.92 -0.50
C -2.36 2.14 0.55
N -1.80 0.77 0.59
C -2.40 -0.10 1.34
C -3.73 0.12 1.98
C -1.63 -1.32 1.59
C -2.03 -2.38 2.37
C -1.15 -3.43 2.60
C 0.12 -3.36 2.05
C 0.47 -2.26 1.28
N -0.41 -1.28 1.02
H 3.75 -2.04 1.37
H 3.40 -3.29 0.17
H 2.81 -3.47 1.82
H 3.66 -1.40 -0.98
H 3.47 0.09 -0.07
H 2.25 -0.63 -2.77
H 3.40 0.67 -2.49
H 0.81 0.99 -2.56
H 2.48 2.76 -2.40
H 2.47 2.46 -0.65
H 0.04 3.11 -2.39
H 0.78 4.27 -1.30
H 0.15 3.01 0.51
H -1.95 2.63 -1.49
H -1.80 3.99 -0.38
H -3.43 2.14 0.36
H -2.18 2.56 1.55
H -4.39 0.72 1.37
H -3.58 0.63 2.94
H -4.23 -0.83 2.19
H -3.01 -2.39 2.82
H -1.45 -4.27 3.20
H 0.84 -4.16 2.23
C -1.62 0.54 -3.22
Si -1.06 -0.70 -1.93
C -2.60 -1.62 -1.40
C 0.01 -1.99 -2.77
H -1.81 0.03 -4.17
H -0.91 1.35 -3.46
H -2.56 1.01 -2.92
H -3.05 -2.02 -2.31
H -3.36 -0.99 -0.93
H -2.40 -2.47 -0.74
H -0.65 -2.71 -3.27
H 0.64 -2.55 -2.08
H 0.64 -1.57 -3.56
C 5.03 1.04 7.11
C 4.09 1.21 5.94
C 4.47 1.97 4.84
C 3.61 2.15 3.77
C 2.35 1.56 3.81
C 1.95 0.79 4.90
C 2.83 0.63 5.96
S 1.33 1.72 2.42
O 1.06 3.12 2.16
O 2.04 1.10 1.24
O 0.12 0.90 2.60
H 6.05 1.31 6.85
H 5.02 0.01 7.47
H 4.71 1.68 7.94
H 5.45 2.43 4.82
H 3.91 2.76 2.92
H 0.97 0.35 4.91
H 2.52 0.05 6.82
```

Mulliken atomic charge list, values in e, 5 entries: 1.35 -1.89 0.29 0.08 -1.05